The following is a quantum chemistry calculation of a cluster of 5 separate species, C43H86IN6O9PS in total, from the Open Molecules 2025 dataset.

Atoms and positions in Å:
C1 -10.10747 -4.09240 -1.86506
O1 -9.07673 -3.14444 -2.31775
C2 -7.78989 -3.81273 -2.59483
C3 -6.53752 -2.92646 -1.93097
C4 -5.25756 -3.84704 -1.48127
C5 -3.98953 -3.80154 -2.56446
C6 -2.72382 -4.61647 -1.89039
C7 -1.25703 -3.85562 -2.12877
C8 -0.53373 -3.41216 -0.70385
C9 1.09349 -3.15382 -0.84739
C10 1.91318 -3.40894 0.57615
C11 2.79184 -2.07273 1.05100
N1 2.45529 -1.73075 2.50055
C12 3.66418 -1.38783 3.39654
O2 4.23840 -2.12527 4.35621
C13 4.15323 0.13138 3.02202
C14 5.56292 0.93570 3.25277
S1 6.99717 0.07199 4.10193
C15 5.60780 2.50640 2.68152
P1 7.23226 3.54733 2.89469
N2 6.94890 5.05241 3.46641
C16 4.23946 3.11374 1.93938
C17 4.18015 4.64080 1.30000
C18 4.36430 4.45989 -0.35096
C19 5.89766 4.07751 -0.79403
C20 6.93922 5.34256 -0.85164
C21 6.42570 6.62172 -1.74655
O3 6.73783 6.42251 -3.18859
C22 5.67167 5.63084 -3.83957
C23 2.83023 2.23060 1.78593
C24 1.44865 2.83697 1.09422
C25 0.53478 3.39251 2.38015
O4 0.09912 2.48315 3.29567
I1 0.06444 5.51626 2.65437
C26 2.77257 0.68681 2.33442
C27 1.60082 -0.45952 2.31168
O5 0.25762 -0.36352 2.19683
H1 -10.23859 -3.92105 -0.69527
H2 -11.14496 -3.76359 -2.35214
H3 -9.87466 -5.21774 -2.08813
H4 -7.61654 -3.79569 -3.76845
H5 -7.71409 -4.88941 -2.13670
H6 -7.00967 -2.42767 -0.95731
H7 -6.26663 -2.03840 -2.64793
H8 -5.65214 -4.93973 -1.32694
H9 -4.88979 -3.45514 -0.42099
H10 -3.76934 -2.67172 -2.79183
H11 -4.38477 -4.31686 -3.55087
H12 -2.72860 -5.69970 -2.38535
H13 -2.95536 -4.78726 -0.75191
H14 -0.59554 -4.61278 -2.76392
H15 -1.47997 -2.94893 -2.84396
H16 -0.72079 -4.28633 0.07347
H17 -1.09079 -2.41765 -0.36367
H18 1.48757 -3.98506 -1.60770
H19 1.34133 -2.11890 -1.34550
H20 2.65302 -4.33815 0.48914
H21 1.09818 -3.56996 1.41761
H22 2.45155 -1.21038 0.30189
H23 3.94890 -2.21815 0.85792
H24 8.14976 0.68062 3.52272
H25 7.88464 3.66926 1.58615
H26 8.15514 2.93797 3.85842
H27 7.45562 5.22141 4.36330
H28 3.14497 5.09741 1.59888
H29 5.03828 5.34592 1.66840
H30 3.89584 5.36254 -0.93903
H31 3.69137 3.51406 -0.62690
H32 6.30842 3.33613 0.04588
H33 5.91049 3.43822 -1.80101
H34 7.92242 4.93838 -1.39392
H35 7.24971 5.62568 0.25631
H36 5.30221 6.90179 -1.57652
H37 7.06988 7.56141 -1.41421
H38 6.10956 4.61365 -4.25583
H39 5.28046 6.29332 -4.74737
H40 4.75125 5.39808 -3.12773
H41 0.91595 1.89399 0.59450
H42 1.68770 3.68508 0.32009
C28 2.23815 -8.20718 5.59257
O6 2.11727 -8.48101 4.20560
C29 1.09776 -7.72831 3.54107
C30 1.51460 -6.29020 3.15533
C31 1.53239 -5.32194 4.33570
N3 2.83159 -6.26842 2.50154
H43 1.27105 -7.98767 6.05712
H44 2.93451 -7.38245 5.75049
H45 2.66190 -9.09072 6.07827
H46 0.88610 -8.27630 2.61434
H47 0.16846 -7.73700 4.12303
H48 0.77113 -5.91471 2.44178
H49 2.40943 -5.44987 4.97382
H50 1.55102 -4.28566 3.97687
H51 0.63783 -5.44189 4.95612
H52 2.78432 -6.83589 1.65442
H53 3.47886 -6.78486 3.10374
C32 1.09114 -4.13096 -5.75402
O7 1.58956 -4.98125 -4.73331
C33 2.48484 -5.99745 -5.19523
C34 3.93781 -5.51664 -5.41523
C35 4.12432 -4.69965 -6.69149
N4 4.42390 -4.73076 -4.27133
H54 0.94056 -4.66298 -6.69929
H55 1.76356 -3.28356 -5.89476
H56 0.12732 -3.73261 -5.42466
H57 2.49902 -6.75722 -4.40374
H58 2.08313 -6.49070 -6.08837
H59 4.56693 -6.41005 -5.50977
H60 3.75572 -3.67609 -6.59547
H61 5.18895 -4.62967 -6.94570
H62 3.61166 -5.16961 -7.53758
H63 4.39411 -5.31750 -3.43663
H64 3.72692 -4.00486 -4.08267
C36 -9.41652 2.53742 -2.73600
O8 -9.55186 1.13411 -2.57573
C37 -10.16285 0.46858 -3.68538
C38 -9.20338 0.17692 -4.86227
C39 -8.88395 1.40648 -5.70917
N5 -7.94335 -0.41968 -4.39453
H65 -10.25035 2.97244 -3.29703
H66 -8.46718 2.76738 -3.22170
H67 -9.39421 2.99293 -1.74195
H68 -10.51419 -0.49376 -3.29248
H69 -11.05646 1.01026 -4.01764
H70 -9.70219 -0.54601 -5.51914
H71 -8.16251 2.07275 -5.23129
H72 -8.44740 1.10395 -6.66879
H73 -9.79058 1.98211 -5.92419
H74 -8.15541 -1.29682 -3.91752
H75 -7.58084 0.18071 -3.64859
C40 -2.66727 9.54485 7.22363
O9 -2.31757 8.75819 6.09573
C41 -1.42330 9.40017 5.18156
C42 0.06434 9.34667 5.59960
C43 0.42074 10.32522 6.71608
N6 0.45983 7.99113 6.01011
H76 -2.73954 10.60991 6.97930
H77 -1.94750 9.38465 8.02756
H78 -3.64240 9.20663 7.58535
H79 -1.52635 8.85153 4.23696
H80 -1.74889 10.42730 4.97818
H81 0.66051 9.62722 4.72280
H82 0.08888 9.98377 7.69895
H83 1.50840 10.45302 6.77651
H84 -0.01905 11.31090 6.53020
H85 0.31603 7.35730 5.22305
H86 -0.22104 7.67293 6.70543

As for the HOMO energy: -8.836 eV. As for the SMILES: COCCCCCCCCCCN1C(=O)c2c(S)c([PH2]=N)c(CCCCCOC)c(CC(=O)I)c2C1=O.COC[C@@H](C)N.COC[C@@H](C)N.COC[C@@H](C)N.COC[C@@H](C)N. For the HOMO-LUMO gap, the calculation gives 7.17 eV. The relative energy (zero: lowest compared OMol25 entry of this formula, charge and spin) is 16.698 eV. The net charge is 0.

---

The following is a quantum chemistry calculation of a structure of composition C24H60F2N5O12S2, from the Open Molecules 2025 dataset.

Atoms and positions in Å:
N1 -9.58317 -15.62481 34.63874
S1 -9.79984 -16.52377 33.40986
O1 -10.05790 -15.82185 32.17505
O2 -10.31144 -17.92569 33.57771
F1 -8.23893 -16.76282 33.18820
S2 -11.32338 -15.70443 35.00603
O3 -11.78053 -16.83372 35.78849
O4 -12.21452 -15.09845 34.02209
F2 -11.31478 -14.50954 36.09820
C1 -9.68470 -8.90830 36.20943
O5 -10.46294 -9.57290 35.22248
C2 -10.90138 -10.71323 35.96184
C3 -11.58745 -11.61165 34.88798
N2 -10.56449 -12.01609 33.86748
C4 -11.30975 -12.92214 32.95745
C5 -10.31989 -13.37346 31.79105
O6 -9.09258 -14.22091 32.04374
C6 -8.16253 -14.21415 30.93269
H1 -9.44097 -8.01477 35.63471
H2 -8.74109 -9.43448 36.35378
H3 -10.22337 -8.62567 37.11389
H4 -11.67803 -10.47022 36.68701
H5 -10.08544 -11.09970 36.57257
H6 -12.33851 -11.08743 34.29703
H7 -12.08239 -12.43562 35.40198
H8 -10.41255 -11.09617 33.47919
H9 -12.27770 -12.57543 32.59557
H10 -11.63829 -13.88356 33.35222
H11 -10.06193 -12.46982 31.23880
H12 -10.82496 -13.91296 30.98983
H13 -7.29697 -14.85953 31.08237
H14 -7.72774 -13.22706 30.77548
H15 -8.66338 -14.35935 29.97552
C7 -10.33934 -13.17314 39.81558
O7 -11.59262 -13.25387 39.14605
C8 -11.54522 -13.56095 37.76779
C9 -12.93560 -13.51969 37.14621
N3 -13.86087 -14.63887 37.47077
C10 -13.42907 -15.79238 36.76434
C11 -14.02381 -17.20509 37.02649
O8 -13.96544 -17.59287 38.43198
C12 -14.53912 -18.90781 38.57733
H16 -9.85295 -12.27455 39.43603
H17 -9.60915 -13.96121 39.63155
H18 -10.37015 -13.01070 40.89296
H19 -11.09142 -14.55099 37.72326
H20 -10.83662 -12.89889 37.27014
H21 -12.83814 -13.39412 36.06786
H22 -13.25608 -12.58268 37.60164
H23 -14.02341 -14.82175 38.45069
H24 -12.34255 -15.87495 36.79176
H25 -13.42907 -15.58608 35.69405
H26 -13.49607 -17.95397 36.43592
H27 -15.03698 -17.01592 36.67182
H28 -15.29857 -18.78035 39.34875
H29 -13.82410 -19.51525 39.13218
H30 -14.83415 -19.22410 37.57682
C13 -8.95034 -18.34688 39.11933
O9 -8.72045 -17.01783 38.71084
C14 -9.80721 -16.49444 37.99697
C15 -9.51569 -15.05765 37.47431
N4 -8.77912 -15.19780 36.24124
C16 -7.58573 -16.13493 36.31838
C17 -6.60946 -15.94367 35.05565
O10 -5.93803 -14.60252 34.89110
C18 -5.35514 -14.25009 33.61147
H31 -9.83102 -18.35518 39.76155
H32 -8.01421 -18.76784 39.48614
H33 -9.16837 -19.00719 38.27995
H34 -10.67350 -16.35933 38.64458
H35 -10.13030 -17.14173 37.18166
H36 -8.96618 -14.46427 38.20509
H37 -10.34567 -14.40175 37.21156
H38 -9.40685 -15.63279 35.58030
H39 -7.70087 -17.21589 36.39827
H40 -7.01288 -15.91080 37.21822
H41 -7.04553 -16.10405 34.06964
H42 -5.91088 -16.76809 35.19853
H43 -4.84664 -13.28661 33.64680
H44 -6.05818 -14.19704 32.78020
H45 -4.63690 -15.01663 33.32053
C19 -11.87595 -18.00340 37.08678
O11 -11.71925 -18.38733 38.49887
C20 -12.30724 -19.70244 38.78424
C21 -11.50263 -20.84131 38.19082
N5 -11.05328 -21.81533 39.15913
C22 -10.24023 -22.95182 38.66300
C23 -8.90291 -22.64637 37.86268
O12 -7.84158 -22.03502 38.46969
C24 -7.95118 -20.65435 38.80002
H46 -11.20859 -18.49688 36.38023
H47 -11.83921 -16.93414 36.87841
H48 -12.88397 -18.29174 36.78869
H49 -13.30677 -19.92125 38.40854
H50 -12.26656 -19.66411 39.87281
H51 -10.54836 -20.42650 37.86617
H52 -12.01616 -21.17383 37.28870
H53 -10.75567 -21.41348 40.03665
H54 -10.78528 -23.47910 37.88006
H55 -9.91258 -23.56558 39.50208
H56 -9.14963 -22.06239 36.97600
H57 -8.66698 -23.63131 37.45979
H58 -8.22028 -20.01782 37.95709
H59 -6.99534 -20.38405 39.24880
H60 -8.65616 -20.54340 39.62390

As for the HOMO energy: -4.866 eV. For the HOMO-LUMO gap, the calculation gives 7.41 eV. The net charge is -1.

---

no.,calculated total energy (a.u.)
1,-3732.0178
2,-3121.6395